--- a ---
{
  "formula": "H30O15",
  "method": "wB97M-V/def2-TZVPD",
  "symbols": ["O", "H", "H", "O", "H", "H", "O", "H", "H", "O", "H", "H", "O", "H", "H", "O", "H", "H", "O", "H", "H", "O", "H", "H", "O", "H", "H", "O", "H", "H", "O", "H", "H", "O", "H", "H", "O", "H", "H", "O", "H", "H", "O", "H", "H"],
  "positions_angstrom": [[-1.4107, 1.6865, -2.1561], [-1.6807, 1.5705, -1.2531], [-2.1467, 2.2375, -2.4221], [-2.1327, -0.6465, 2.1839], [-2.2607, -1.5215, 1.8219], [-2.9137, -0.5605, 2.7369], [3.1593, 0.9055, 1.3629], [3.4303, 0.2345, 0.7199], [3.8953, 1.2425, 1.8789], [-3.3107, -0.5135, -0.4351], [-2.6597, -1.0265, -0.9391], [-3.7047, -0.0435, -1.1891], [2.0133, 1.9855, -3.4391], [2.1273, 1.5575, -2.5831], [2.8983, 2.1535, -3.7031], [3.0703, -1.6805, -0.1041], [3.7043, -2.4225, -0.0551], [2.7763, -1.6485, 0.8279], [-0.2907, -0.5345, -2.9531], [-0.5647, -1.1285, -2.2211], [-0.8327, 0.2175, -2.7261], [1.7273, 1.5365, -0.7161], [2.3803, 1.3765, -0.0461], [1.0793, 2.1045, -0.4091], [-1.7327, -2.3595, -1.1731], [-0.8317, -2.5965, -1.0671], [-2.1317, -3.1265, -1.5761], [0.9403, -3.0355, -1.3011], [1.5203, -3.7015, -1.7011], [1.4893, -2.3125, -1.0011], [-1.5777, 1.8165, 3.4609], [-1.4087, 1.0235, 3.0299], [-2.5347, 1.7895, 3.2959], [0.5233, 2.7845, 1.9879], [-0.3947, 2.6385, 2.3519], [0.9973, 2.0035, 2.2369], [0.8403, -2.1395, 2.0879], [0.6343, -1.5205, 1.3359], [1.4893, -2.8045, 1.7449], [0.1803, -0.4395, 0.0989], [-0.5067, 0.0785, 0.5219], [0.7133, 0.2025, -0.3471], [-1.8467, 1.5795, 0.4169], [-2.2347, 0.7515, 0.7829], [-2.4817, 2.2845, 0.6309]],
  "nbo_charge": [-0.955, 0.487, 0.462, -0.963, 0.508, 0.477, -0.968, 0.496, 0.497, -0.990, 0.501, 0.463, -0.946, 0.489, 0.446, -0.958, 0.483, 0.487, -0.976, 0.458, 0.480, -0.969, 0.489, 0.500, -0.972, 0.515, 0.483, -0.984, 0.481, 0.509, -0.921, 0.482, 0.458, -0.980, 0.493, 0.466, -0.983, 0.500, 0.449, -0.999, 0.486, 0.504, -0.992, 0.521, 0.484],
  "gap_ev": 9.299,
  "homo_energy_ev": -9.40,
  "multiplicity": 1
}

--- b ---
{
  "formula": "H30O15",
  "method": "wB97M-V/def2-TZVPD",
  "symbols": ["O", "H", "H", "O", "H", "H", "O", "H", "H", "O", "H", "H", "O", "H", "H", "O", "H", "H", "O", "H", "H", "O", "H", "H", "O", "H", "H", "O", "H", "H", "O", "H", "H", "O", "H", "H", "O", "H", "H", "O", "H", "H", "O", "H", "H"],
  "positions_angstrom": [[2.7370, -0.2386, 2.3235], [3.1684, -0.7903, 3.0390], [1.8465, -0.2089, 2.6052], [-1.9213, -0.9349, 1.7792], [-1.1969, -1.4595, 2.1669], [-2.5450, -1.2248, 2.4339], [0.3809, -1.9973, 2.4229], [0.6333, -1.6944, 1.5287], [0.8673, -2.8068, 2.5506], [0.0893, 0.8410, 2.8871], [0.0470, 0.6553, 1.9574], [-0.5871, 0.2785, 3.2427], [-0.3801, 3.2873, -2.1190], [-0.8847, 2.7146, -1.5038], [0.4110, 3.4859, -1.6272], [4.5753, 0.4411, -2.0413], [3.8967, -0.2335, -1.8517], [4.1228, 1.2922, -2.1396], [-1.5679, 1.4731, -0.3401], [-2.3205, 1.2098, -0.8739], [-1.7515, 2.2611, 0.0779], [0.6606, 0.0454, 0.0806], [1.1158, -0.2302, -0.7610], [-0.2556, 0.2473, -0.0712], [1.4437, 2.8063, 0.2763], [2.3036, 2.9685, -0.0599], [1.3271, 1.8731, 0.1783], [-1.0882, -1.3270, -1.8302], [-1.9098, -0.9203, -2.0352], [-0.4736, -0.7599, -2.2673], [-3.6538, 1.2506, 1.6876], [-2.8402, 0.9106, 1.2555], [-4.3777, 0.9738, 1.1135], [-3.5971, -0.9500, -0.5204], [-4.2848, -1.4472, -0.1544], [-2.8124, -1.1915, -0.0994], [2.5790, -1.2225, -1.3628], [2.7409, -1.8271, -0.6144], [2.3961, -1.5982, -2.1961], [0.6402, 0.6271, -2.9793], [0.5359, 0.5624, -3.9247], [0.1670, 1.3741, -2.6617], [0.2731, -2.9804, 0.0197], [-0.2280, -3.2507, 0.7714], [-0.2823, -2.2852, -0.3633]],
  "nbo_charge": [-0.953, 0.457, 0.487, -0.999, 0.497, 0.477, -0.993, 0.525, 0.487, -0.935, 0.472, 0.467, -0.977, 0.470, 0.493, -0.976, 0.486, 0.460, -0.958, 0.501, 0.501, -1.038, 0.521, 0.497, -0.966, 0.466, 0.491, -0.976, 0.479, 0.491, -0.963, 0.488, 0.467, -0.975, 0.477, 0.495, -0.968, 0.522, 0.497, -0.980, 0.486, 0.501, -0.967, 0.462, 0.500],
  "gap_ev": 10.477,
  "homo_energy_ev": -10.60,
  "multiplicity": 1
}

Stability check: which of them is most stable? b.

--- a ---
{
  "formula": "C3H12O4",
  "method": "wB97M-V/def2-TZVPD",
  "symbols": ["C", "O", "C", "C", "O", "H", "H", "H", "H", "H", "H", "H", "H", "H", "H", "O", "H", "H", "O"],
  "positions_angstrom": [[1.1078, -0.4075, 1.2294], [1.3544, -1.0326, 2.4227], [-0.1773, -0.8927, 0.3423], [-0.2228, -0.1002, -0.8826], [-1.5428, -0.3170, -1.5722], [1.8822, -0.5453, 0.5637], [0.7956, 0.5455, 1.4697], [0.7672, -1.7634, 2.5787], [-1.1680, -0.6998, 0.7603], [0.0189, -1.9306, 0.1392], [0.6514, -0.3924, -1.5678], [-0.1603, 0.9148, -0.7312], [-1.5621, -1.1120, -2.0839], [2.9642, 2.1650, -0.6835], [2.2330, 1.6022, -1.9609], [2.3239, 1.4701, -1.0202], [-2.9635, 1.2773, 0.9699], [-2.8548, 0.5477, -0.3779], [-3.4469, 0.6708, 0.4044]],
  "lowdin_spin": [0.134, 0.128, 0.184, 0.054, 0.381, 0.003, 0.019, 0.010, -0.003, 0.013, 0.021, -0.001, 0.003, 0.000, 0.000, 0.001, 0.000, -0.003, 0.054],
  "gap_ev": [11.952, 4.345],
  "homo_energy_ev": [-15.28, -14.81],
  "multiplicity": 2,
  "total_charge": 1
}

--- b ---
{
  "formula": "C3H12O4",
  "method": "wB97M-V/def2-TZVPD",
  "symbols": ["C", "C", "C", "O", "H", "H", "H", "H", "H", "H", "H", "H", "O", "H", "H", "O", "H", "H", "O"],
  "positions_angstrom": [[-2.0082, -0.0950, 2.8256], [-0.9903, -0.5855, 1.7153], [-1.2455, -0.3028, 0.4742], [-0.7390, -1.0548, -0.7363], [-2.3635, -0.9889, 3.3741], [-2.7649, 0.5783, 2.3400], [-1.5232, 0.6910, 3.4551], [-0.1104, -1.2001, 1.9685], [-1.7499, 0.5847, -0.0503], [-0.9767, -0.5660, -1.5602], [0.2675, 1.3326, -1.7033], [0.4719, 1.2567, -3.3408], [-0.0811, 0.9599, -2.6030], [2.4032, -1.8069, -0.1397], [1.1703, -1.0275, -0.5454], [1.9835, -0.9837, -0.0390], [2.6850, 0.4567, -1.3042], [3.0067, 1.7840, -2.0689], [2.5645, 0.9671, -2.0616]],
  "lowdin_spin": [0.052, 0.359, 0.256, 0.271, 0.009, 0.000, 0.026, 0.011, 0.006, -0.001, 0.000, 0.000, 0.005, 0.000, 0.000, 0.006, 0.000, 0.000, 0.000],
  "gap_ev": [9.631, 5.546],
  "homo_energy_ev": [-14.37, -14.36],
  "multiplicity": 2,
  "total_charge": 1
}

Stability check: which of them is most stable? b.

--- a ---
{
  "formula": "C4H12N3",
  "method": "wB97M-V/def2-TZVPD",
  "symbols": ["C", "C", "C", "C", "N", "N", "N", "H", "H", "H", "H", "H", "H", "H", "H", "H", "H", "H", "H"],
  "positions_angstrom": [[-1.7224, 0.9770, -1.3405], [-0.4406, 0.2191, -1.0423], [0.8070, 1.0049, -0.5582], [1.0022, -0.0255, 0.6242], [1.4345, 0.2118, 1.9246], [-0.4677, -0.4659, 0.5779], [-0.4607, -1.8826, 0.6191], [-1.4887, 1.5647, -2.2627], [-1.7579, 1.7449, -0.5554], [-2.6052, 0.4081, -1.5088], [-0.1919, -0.6655, -1.6228], [1.6015, 1.0901, -1.3486], [0.4219, 2.0743, -0.3909], [1.6335, -0.7232, 0.0992], [1.0278, 1.0202, 2.4676], [2.3947, 0.0756, 2.2233], [0.5152, -2.2790, 0.2476], [-1.4388, -2.3125, 0.2722], [-0.2644, -2.0365, 1.5744]],
  "nbo_charge": [-0.645, 0.028, -0.470, 0.091, -0.862, -0.280, -0.564, 0.247, 0.234, 0.238, 0.186, 0.246, 0.235, 0.174, 0.406, 0.408, 0.412, 0.476, 0.441],
  "gap_ev": 10.014,
  "homo_energy_ev": -13.58,
  "smiles": "C[C@H]1C[C@@H](N)N1[NH3+]",
  "multiplicity": 1,
  "total_charge": 1
}

--- b ---
{
  "formula": "C4H12N3",
  "method": "wB97M-V/def2-TZVPD",
  "symbols": ["C", "C", "C", "C", "N", "N", "N", "H", "H", "H", "H", "H", "H", "H", "H", "H", "H", "H", "H"],
  "positions_angstrom": [[0.0507, -0.7788, -1.4143], [1.0966, 0.1466, -0.9246], [-2.4645, 0.9749, -0.3875], [-1.7722, -0.2255, 0.1666], [-1.0821, -0.8664, -0.8466], [-2.0890, -0.7375, 1.2773], [3.2381, -0.1413, 1.2116], [0.2569, -1.3677, -2.2845], [1.7613, 0.5144, -1.6883], [0.6368, 1.0893, -0.3185], [1.7476, -0.3889, -0.2197], [-1.7908, 1.6036, -1.0127], [-2.4904, 1.5568, 0.5230], [-3.3845, 0.9232, -1.0221], [-2.7707, -0.1980, 1.8887], [-1.4015, -1.4912, 1.5464], [3.6431, 0.5615, 0.6427], [3.5770, -0.2091, 2.1106], [3.2376, -0.9662, 0.7520]],
  "nbo_charge": [0.246, -0.717, -0.705, 0.556, -0.410, -0.685, -1.078, 0.222, 0.254, 0.228, 0.286, 0.263, 0.231, 0.299, 0.460, 0.450, 0.370, 0.379, 0.349],
  "gap_ev": 9.378,
  "homo_energy_ev": -13.08,
  "multiplicity": 1,
  "total_charge": 1
}

--- c ---
{
  "formula": "C4H12N3",
  "method": "wB97M-V/def2-TZVPD",
  "symbols": ["C", "N", "C", "N", "H", "H", "H", "H", "H", "H", "H", "C", "C", "N", "H", "H", "H", "H", "H"],
  "positions_angstrom": [[0.3983, -0.7780, 2.4768], [1.0440, 2.4863, 0.9134], [0.5158, 1.3489, 1.2997], [1.0982, 0.4517, 2.0448], [1.1306, -1.4666, 2.8714], [-0.1019, -1.2227, 1.6193], [-0.3444, -0.5311, 3.2313], [1.9432, 2.8068, 1.2476], [0.5018, 3.1192, 0.3469], [-0.4977, 1.1333, 0.9843], [2.0322, 0.6391, 2.3886], [-0.4167, -0.8703, -3.2820], [-1.6946, -1.2691, -1.3869], [-1.2860, -1.7147, -2.4871], [-0.7115, -0.9520, -4.3243], [0.6152, -1.2129, -3.1861], [-0.4685, 0.1813, -2.9861], [-2.3471, -1.8724, -0.7635], [-1.4108, -0.2768, -1.0082]],
  "nbo_charge": [-0.419, -0.709, 0.398, -0.497, 0.246, 0.230, 0.229, 0.427, 0.441, 0.226, 0.424, -0.448, -0.079, -0.341, 0.225, 0.212, 0.159, 0.182, 0.093],
  "gap_ev": 8.722,
  "homo_energy_ev": -12.49,
  "multiplicity": 1,
  "total_charge": 1
}

--- d ---
{
  "formula": "C4H12N3",
  "method": "wB97M-V/def2-TZVPD",
  "symbols": ["C", "C", "C", "C", "N", "N", "N", "H", "H", "H", "H", "H", "H", "H", "H", "H", "H", "H", "H"],
  "positions_angstrom": [[-1.9590, -1.5341, -0.1941], [3.6402, 0.0816, 0.0058], [-2.9347, 1.1725, 0.0062], [2.2018, 0.0760, -0.2727], [-1.1845, -0.5400, -0.0035], [-1.5786, 0.7121, 0.2034], [1.3309, -0.5310, 0.4231], [-1.5094, -2.5036, -0.2914], [-3.0314, -1.4567, -0.2606], [4.1596, -0.4487, -0.7971], [3.8783, -0.3943, 0.9557], [4.0319, 1.0979, -0.0089], [-3.2839, 1.0059, -1.0171], [-3.6036, 0.6654, 0.7003], [-2.9587, 2.2374, 0.2185], [1.8608, 0.5966, -1.1635], [-0.8521, 1.3951, 0.0644], [1.6664, -1.0227, 1.2503], [0.1260, -0.6095, 0.1811]],
  "nbo_charge": [-0.119, -0.704, -0.446, 0.281, -0.247, -0.390, -0.635, 0.209, 0.202, 0.274, 0.238, 0.268, 0.205, 0.216, 0.239, 0.202, 0.383, 0.399, 0.424],
  "gap_ev": 9.655,
  "homo_energy_ev": -13.04,
  "multiplicity": 1,
  "total_charge": 1
}

Stability check: which of them is most stable? c.

--- a ---
{
  "formula": "C4H12N3",
  "method": "wB97M-V/def2-TZVPD",
  "symbols": ["C", "N", "C", "N", "H", "H", "H", "H", "H", "H", "H", "C", "C", "N", "H", "H", "H", "H", "H"],
  "positions_angstrom": [[-2.0921, 2.1208, 1.1150], [1.2352, 0.6873, 0.7746], [0.2756, 1.5420, 1.0196], [-0.9825, 1.1710, 1.1557], [-2.7561, 1.9075, 0.2828], [-1.7258, 3.1399, 0.9976], [-2.6254, 2.1184, 2.0641], [1.0645, -0.2512, 0.2741], [2.1675, 1.0627, 0.7637], [0.4879, 2.6040, 1.0453], [-1.1945, 0.2063, 0.9318], [-0.0707, -1.6271, -1.7327], [1.8383, -2.5002, -0.7087], [0.9229, -1.6294, -0.6375], [-1.0208, -1.9657, -1.3209], [0.2816, -2.2119, -2.5769], [-0.2370, -0.5905, -2.0326], [2.5669, -2.5471, 0.0951], [1.8645, -3.2369, -1.5101]],
  "nbo_charge": [-0.421, -0.741, 0.396, -0.513, 0.229, 0.221, 0.231, 0.444, 0.417, 0.217, 0.416, -0.442, 0.009, -0.464, 0.217, 0.209, 0.204, 0.192, 0.177],
  "gap_ev": 11.306,
  "homo_energy_ev": -14.34,
  "multiplicity": 1,
  "total_charge": 1
}

--- b ---
{
  "formula": "C4H12N3",
  "method": "wB97M-V/def2-TZVPD",
  "symbols": ["C", "C", "C", "C", "N", "N", "N", "H", "H", "H", "H", "H", "H", "H", "H", "H", "H", "H", "H"],
  "positions_angstrom": [[0.4257, 2.0324, 0.7883], [0.4625, -0.2639, -2.0391], [-1.9983, -0.3824, 0.9360], [-0.0794, 0.2099, -0.7221], [-0.0157, 1.4679, -0.2689], [1.4122, -0.7452, 0.6612], [-0.9999, -0.5713, -0.1428], [0.1641, 3.0684, 0.8965], [1.1690, 1.7247, 1.4311], [0.6477, -1.3633, -2.0267], [-0.1284, 0.2033, -2.7397], [1.4158, 0.1715, -2.0966], [-2.1623, -1.2275, 1.5759], [-1.6686, 0.5177, 1.3428], [-2.8632, -0.2373, 0.4638], [1.9665, -0.4297, 1.4772], [2.1490, -1.1110, 0.0224], [0.9862, -1.5703, 1.0009], [-0.8827, -1.4936, -0.5603]],
  "nbo_charge": [0.078, -0.661, -0.396, 0.630, -0.413, -1.055, -0.532, 0.203, 0.180, 0.246, 0.270, 0.246, 0.235, 0.211, 0.219, 0.386, 0.382, 0.372, 0.399],
  "gap_ev": 10.293,
  "homo_energy_ev": -14.09,
  "multiplicity": 1,
  "total_charge": 1
}

Stability check: which of them is most stable? a.